{
  "formula": "C27H54FIN3O10S3",
  "method": "ωB97M-V/def2-TZVPD",
  "multiplicity": 1,
  "largest_force_ev_per_a": 8.8,
  "de_lowest_kcal_mol": 40.5,
  "total_charge": 1,
  "species": ["C", "C", "O", "N", "H", "H", "C", "H", "H", "H", "H", "H", "H", "C", "C", "O", "N", "H", "H", "C", "H", "H", "H", "H", "H", "H", "C", "C", "O", "N", "H", "H", "C", "H", "H", "H", "H", "H", "H", "I", "O", "H", "F", "C", "C", "C", "C", "C", "C", "H", "H", "H", "H", "H", "C", "C", "C", "S", "O", "O", "C", "H", "H", "H", "H", "H", "H", "H", "H", "C", "C", "C", "S", "O", "O", "C", "H", "H", "H", "H", "H", "H", "H", "H", "C", "C", "C", "S", "O", "O", "C", "H", "H", "H", "H", "H", "H", "H", "H"],
  "coordinates": [[6.779100, 12.125250, 42.040185], [7.954992, 11.586074, 42.862557], [8.751072, 12.341330, 43.394531], [8.074596, 10.078489, 43.146548], [7.197105, 9.530985, 42.623755], [8.841705, 9.910728, 42.529438], [8.187156, 9.636590, 44.537969], [6.206970, 11.411329, 41.632863], [7.247810, 12.762058, 41.277649], [6.210889, 12.718019, 42.663606], [8.411304, 8.711117, 44.271562], [7.436382, 9.738087, 45.146175], [9.252452, 10.077881, 44.885100], [13.147407, 9.156301, 39.706708], [12.617196, 10.551876, 39.680905], [13.169806, 11.404847, 38.923730], [11.580583, 11.124999, 40.438052], [10.775295, 11.495175, 40.131028], [11.039443, 10.442017, 41.101155], [12.058710, 12.346113, 41.210451], [14.260452, 9.076476, 39.761202], [12.683366, 8.544562, 38.930664], [12.806242, 8.765676, 40.718907], [12.035421, 13.267857, 40.533110], [13.223191, 12.477255, 41.557891], [11.286801, 12.713236, 41.872049], [8.774416, 6.064191, 41.939108], [8.957430, 6.522692, 40.474682], [9.252664, 5.728245, 39.644196], [8.514486, 7.899525, 40.252742], [7.567348, 8.113170, 40.798648], [9.165691, 8.514828, 40.846080], [8.608760, 8.477691, 38.944533], [8.038999, 6.622442, 42.554572], [9.619134, 5.976912, 42.392258], [8.236284, 5.075569, 41.990416], [8.156238, 8.008656, 38.236097], [9.702352, 8.415379, 38.698606], [8.335147, 9.493077, 39.019585], [8.853030, 12.585690, 38.575100], [10.320992, 9.396010, 41.790103], [11.152652, 9.069679, 42.034404], [14.560738, 10.335658, 33.222120], [13.745739, 9.921931, 34.170432], [14.094027, 8.706446, 34.752434], [13.230583, 8.071828, 35.686580], [11.969805, 8.688760, 36.004027], [11.786678, 10.009917, 35.417257], [12.569170, 10.570710, 34.510027], [14.780556, 7.967237, 34.499625], [13.332336, 7.125308, 36.122971], [11.253471, 8.258317, 36.669047], [10.850589, 10.503888, 35.752940], [12.435674, 11.500442, 34.234994], [12.434437, 14.682914, 36.856570], [13.819250, 15.248208, 36.394956], [14.339776, 15.932530, 37.410755], [12.949797, 16.875273, 38.012658], [12.770671, 18.147735, 37.303611], [13.035609, 16.856872, 39.506096], [11.664135, 15.771869, 37.440444], [12.602052, 13.881451, 37.543923], [11.868174, 14.341616, 36.014035], [13.550761, 15.900366, 35.647616], [14.634729, 14.598465, 36.215475], [15.048847, 16.707377, 37.053739], [14.737035, 15.442523, 38.199379], [11.170306, 16.092709, 36.510022], [11.018388, 15.232141, 38.399870], [9.989911, 18.485214, 41.340541], [8.840457, 17.400529, 41.008350], [8.740696, 16.541172, 42.151172], [10.375760, 16.256259, 42.654037], [10.919670, 15.183923, 41.808601], [10.293652, 16.081547, 43.997324], [11.037327, 17.849621, 42.319386], [9.546295, 19.377084, 41.568185], [10.432288, 19.000936, 40.500690], [9.180917, 16.699724, 40.249807], [7.968400, 18.014452, 40.783054], [8.304212, 15.556415, 41.984986], [8.178475, 16.889442, 43.041896], [11.881084, 17.572366, 41.742304], [11.417292, 18.312301, 43.214227], [12.176831, 11.362421, 44.851076], [13.442366, 12.022123, 45.234702], [14.453582, 11.609072, 44.212555], [14.047835, 9.928514, 43.999709], [14.851015, 9.247408, 44.984443], [14.141200, 9.587746, 42.656707], [12.383251, 9.905722, 44.576299], [11.654019, 11.861793, 44.006036], [11.720408, 11.576302, 45.645024], [13.612578, 11.958159, 46.260623], [13.521260, 13.197004, 45.466436], [15.432840, 11.454926, 44.503601], [14.297519, 12.003179, 43.151434], [11.889969, 9.485292, 45.635586], [11.728092, 9.334158, 43.864397]],
  "forces_ev_per_a": [[4.27, 0.59, 0.35], [0.14, 3.62, 1.49], [-1.49, -2.87, -1.17], [-5.94, 1.31, -2.35], [2.58, 2.06, 1.87], [2.79, -1.39, -0.30], [7.86, 2.99, -2.60], [-2.08, -2.64, -1.73], [-0.21, -0.20, -0.10], [-1.19, 1.37, 1.54], [0.87, -4.90, 0.46], [-4.32, 1.08, 2.98], [-2.79, -0.72, -0.31], [-0.99, -0.79, 3.03], [3.90, 4.14, -5.80], [-1.53, -3.07, 2.36], [2.95, -1.04, 5.73], [-3.97, 1.92, -4.09], [0.66, -0.32, 0.11], [2.65, 3.28, -0.98], [-1.04, 0.50, -0.56], [0.26, 0.15, -0.13], [0.46, -0.13, -1.21], [-0.02, -1.57, 0.15], [-3.22, -1.40, -0.58], [0.02, -0.68, 0.87], [-6.56, -0.02, -2.51], [-1.42, -2.83, 2.10], [0.28, 1.58, -0.61], [-1.84, 1.36, 2.66], [2.09, -1.17, -1.85], [0.84, -0.23, 0.32], [4.74, 2.20, 2.25], [0.73, 0.57, -0.41], [5.42, -0.44, 2.93], [0.98, 0.62, -0.74], [-3.31, -3.13, -4.11], [-0.90, 0.35, 0.09], [-0.29, 1.36, -0.19], [0.12, -0.45, 0.56], [-3.01, 0.40, -0.79], [1.63, -1.24, 0.82], [0.35, 1.05, -0.74], [0.39, -2.45, 0.73], [-2.58, -0.85, 1.70], [-3.34, 3.08, -0.27], [3.12, 2.06, -2.04], [-3.68, -3.09, 3.51], [3.06, -2.79, 0.24], [2.13, -0.01, -1.21], [1.03, -1.34, 0.18], [-0.33, -0.18, 0.24], [0.76, 0.01, -0.43], [-0.94, 4.55, -1.82], [2.29, -2.37, -1.06], [-3.25, -4.86, -3.16], [1.58, 7.62, 3.16], [-0.95, 2.30, 3.21], [0.54, -1.30, 0.70], [-0.36, 0.21, -2.45], [-1.87, -1.14, 2.48], [0.06, -0.76, 0.39], [0.00, -0.84, -0.47], [0.08, 1.26, -2.52], [0.02, -1.68, -1.69], [-0.10, -0.30, 0.50], [1.18, -1.79, 2.57], [-0.71, 1.21, 1.39], [1.37, 2.36, -2.90], [0.51, -1.97, -0.56], [1.54, 2.48, -1.55], [-1.93, -1.22, 2.33], [-0.08, -0.75, -5.52], [-0.05, 1.31, 0.66], [0.54, -1.58, 7.63], [-0.52, 0.01, -1.85], [-1.71, 1.99, 2.55], [0.92, -1.31, -1.12], [-0.23, 0.66, -0.96], [-0.15, -0.66, -0.41], [0.09, -0.10, -0.43], [0.56, 0.40, -0.44], [1.19, 0.11, -0.83], [-0.58, 0.37, 0.38], [0.77, 1.20, -6.55], [1.78, 4.46, -0.84], [-1.96, 0.05, -1.79], [1.55, -1.34, 4.98], [0.00, -0.50, -0.27], [-0.37, -1.23, -4.17], [-3.24, -1.56, 2.50], [0.48, -0.04, 0.40], [-5.18, 0.80, 6.07], [1.19, -2.13, 1.78], [-1.17, -1.75, -1.91], [2.28, 0.61, 0.45], [0.44, 0.24, 1.80], [2.79, -0.03, -2.37], [0.61, 1.29, 0.23]],
  "lowdin_charge": [0.03, -0.32, 0.15, 0.04, 0.24, 0.05, 0.05, 0.03, 0.03, 0.08, 0.04, 0.06, 0.17, 0.02, -0.38, 0.08, 0.04, -0.08, 0.06, -0.01, 0.12, 0.08, 0.07, 0.09, 0.16, 0.06, 0.04, -0.38, 0.21, 0.02, 0.23, 0.11, -0.01, 0.08, 0.02, 0.13, 0.05, 0.13, 0.02, -0.26, -0.29, -0.05, 0.10, -0.27, 0.01, -0.06, -0.06, -0.08, -0.03, 0.09, 0.08, 0.06, 0.11, 0.07, -0.25, -0.26, -0.30, 0.74, -0.33, -0.37, -0.25, 0.09, 0.11, 0.11, 0.14, 0.15, 0.09, 0.12, 0.16, -0.14, -0.19, -0.30, 0.60, -0.32, -0.28, -0.18, 0.07, 0.11, 0.11, 0.12, 0.11, 0.13, 0.06, 0.11, -0.27, -0.22, -0.21, 0.61, -0.29, -0.28, -0.22, 0.12, 0.04, 0.10, 0.19, 0.09, 0.11, 0.19, 0.07]
}

{
  "formula": "C27H56N5",
  "method": "ωB97M-V/def2-TZVPD",
  "multiplicity": 1,
  "largest_force_ev_per_a": 1.3,
  "energy_ev": -36352.2339,
  "total_charge": 1,
  "species": ["C", "C", "C", "C", "C", "C", "C", "C", "C", "C", "C", "C", "C", "C", "C", "C", "C", "C", "N", "C", "N", "N", "H", "H", "H", "H", "H", "H", "H", "H", "H", "H", "H", "H", "H", "H", "H", "H", "H", "H", "H", "H", "H", "H", "H", "H", "H", "H", "H", "H", "H", "H", "H", "H", "H", "H", "H", "H", "H", "H", "H", "H", "H", "H", "C", "C", "C", "C", "N", "H", "H", "H", "H", "H", "H", "H", "C", "C", "C", "C", "N", "H", "H", "H", "H", "H", "H", "H"],
  "coordinates": [[6.440756, -0.133458, 3.080734], [5.982501, 0.425992, 1.736624], [6.011072, -0.630248, 0.626829], [6.214749, -0.053260, -0.773923], [4.953373, 0.617598, -1.354439], [5.015305, 2.155849, -1.458048], [3.791234, 2.845441, -0.860977], [2.508993, 2.599571, -1.664618], [1.240850, 2.670797, -0.819073], [1.030281, 4.038820, -0.169597], [-0.367440, 4.220139, 0.445022], [-0.441344, 3.947840, 1.964002], [-1.645232, 3.104792, 2.428476], [-1.274262, 1.670978, 2.824887], [-1.095846, 0.751905, 1.609987], [-2.407009, 0.112821, 1.116400], [-2.207773, -1.290572, 0.520874], [-1.962640, -1.221574, -0.983212], [-2.120115, -2.480091, -1.757921], [-1.550063, -3.653113, -1.422190], [-0.791775, -4.302190, -2.303945], [-1.825391, -4.255942, -0.229033], [7.500100, -0.392118, 3.056007], [5.889296, -1.044878, 3.326123], [6.273009, 0.574294, 3.892452], [4.971654, 0.827091, 1.854871], [6.632810, 1.258513, 1.454972], [5.081297, -1.209685, 0.639882], [6.814452, -1.342428, 0.839425], [7.037439, 0.667147, -0.745977], [6.540474, -0.859403, -1.434342], [4.796226, 0.210563, -2.355689], [4.079842, 0.324193, -0.761757], [5.116726, 2.458047, -2.503523], [5.906960, 2.517092, -0.940513], [3.656977, 2.538761, 0.183187], [3.978875, 3.922163, -0.825789], [2.436759, 3.373237, -2.436661], [2.562206, 1.643796, -2.193926], [1.302621, 1.905195, -0.035645], [0.369213, 2.444174, -1.443229], [1.770635, 4.184098, 0.621959], [1.213526, 4.817797, -0.914613], [-0.691244, 5.245752, 0.260394], [-1.088986, 3.576017, -0.068507], [-0.464072, 4.904827, 2.487049], [0.484966, 3.456592, 2.281503], [-2.134648, 3.578916, 3.280205], [-2.382593, 3.050919, 1.622837], [-0.340149, 1.685881, 3.391910], [-2.062102, 1.261822, 3.463623], [-0.363752, -0.033282, 1.826047], [-0.677746, 1.346019, 0.792387], [-3.111194, 0.045277, 1.944054], [-2.833509, 0.754384, 0.342646], [-3.085287, -1.913712, 0.716445], [-1.358910, -1.769103, 1.018596], [-0.951897, -0.857795, -1.182624], [-2.682384, -0.531784, -1.417286], [-2.585426, -2.422468, -2.650464], [-0.089588, -4.919546, -1.911988], [-0.422897, -3.709557, -3.046467], [-1.094120, -4.290401, 0.474087], [-2.652878, -3.847273, 0.186491], [-4.600395, 1.841367, 6.279167], [-6.035382, 2.149918, 5.874274], [-6.468967, 1.396759, 4.610166], [-5.636306, 1.745430, 3.458604], [-4.954729, 2.018802, 2.576857], [-3.896630, 2.153232, 5.505141], [-4.337283, 2.366320, 7.196566], [-4.461496, 0.772488, 6.454645], [-6.153987, 3.221738, 5.707692], [-6.719042, 1.875722, 6.678694], [-7.505451, 1.623785, 4.357010], [-6.395085, 0.318223, 4.764975], [-1.268364, -6.628517, -7.246879], [-2.425779, -6.017927, -6.468869], [-2.357531, -4.485621, -6.407790], [-1.138469, -4.018999, -5.746714], [-0.163668, -3.697589, -5.231280], [-0.310111, -6.409297, -6.773539], [-1.371859, -7.711229, -7.299299], [-1.235644, -6.246291, -8.268284], [-2.446530, -6.416139, -5.452211], [-3.374357, -6.287416, -6.934167], [-3.212187, -4.075956, -5.866503], [-2.373661, -4.060040, -7.413272]],
  "forces_ev_per_a": [[-0.15, -0.09, -0.01], [-0.03, -0.12, 0.12], [0.18, 0.09, 0.00], [-0.18, -0.12, 0.05], [0.23, 0.06, -0.32], [-0.11, -0.07, 0.30], [0.03, 0.23, -0.15], [-0.03, 0.22, 0.03], [0.14, 0.03, 0.07], [-0.14, -0.04, 0.09], [0.05, 0.08, 0.13], [-0.03, -0.10, -0.09], [0.10, -0.13, 0.00], [-0.03, 0.03, -0.26], [0.00, 0.10, -0.17], [0.44, -0.10, -0.02], [-0.03, -0.14, -0.08], [-0.15, -0.15, 0.14], [-0.74, -0.62, 0.21], [0.08, -0.25, -0.22], [0.62, 1.09, 0.45], [0.10, 1.08, 0.43], [0.01, 0.02, 0.01], [0.00, 0.00, 0.00], [0.08, 0.04, 0.00], [0.02, 0.11, -0.14], [-0.05, 0.04, 0.01], [0.04, -0.05, 0.05], [0.04, 0.05, 0.01], [0.01, -0.04, -0.02], [-0.03, 0.00, -0.03], [-0.16, -0.02, 0.04], [0.03, 0.01, 0.02], [0.05, 0.03, 0.01], [0.01, 0.01, -0.02], [0.02, -0.17, -0.05], [-0.02, 0.00, 0.07], [0.04, -0.10, -0.10], [-0.01, -0.06, 0.11], [-0.10, -0.03, -0.04], [0.00, -0.05, 0.01], [0.09, 0.09, -0.10], [-0.01, -0.04, -0.05], [-0.12, -0.04, -0.02], [0.06, 0.03, -0.08], [0.09, 0.00, 0.01], [-0.03, -0.02, 0.01], [-0.03, 0.06, -0.06], [-0.15, 0.13, 0.14], [-0.09, 0.02, 0.13], [0.11, -0.06, 0.09], [-0.05, 0.00, 0.10], [0.17, -0.11, 0.05], [-0.08, 0.08, -0.07], [-0.35, 0.04, 0.23], [-0.13, 0.15, -0.05], [-0.06, -0.04, 0.02], [-0.09, 0.19, -0.01], [0.06, 0.03, -0.08], [0.57, 0.17, -0.29], [-0.49, -0.65, -0.23], [-0.01, -0.31, -0.26], [0.20, -0.59, -0.27], [0.07, 0.02, 0.08], [0.00, 0.02, 0.01], [0.06, 0.01, 0.01], [-0.05, 0.09, 0.05], [0.00, -0.08, 0.07], [0.06, -0.01, -0.12], [0.00, -0.01, -0.01], [0.00, 0.00, 0.00], [0.00, 0.00, 0.00], [-0.02, 0.00, 0.00], [-0.02, -0.01, -0.02], [0.00, -0.02, 0.01], [-0.01, 0.00, -0.01], [-0.01, -0.01, 0.01], [0.07, -0.04, -0.01], [-0.03, -0.02, -0.05], [0.03, -0.08, -0.13], [-0.10, 0.09, 0.27], [0.00, 0.02, -0.01], [0.00, 0.00, -0.01], [0.00, 0.00, 0.00], [-0.02, 0.01, 0.00], [-0.02, 0.03, 0.01], [-0.01, 0.01, -0.03], [0.00, 0.01, 0.01]],
  "lowdin_charge": [-0.12, -0.27, -0.23, -0.21, -0.20, -0.20, -0.22, -0.22, -0.23, -0.21, -0.20, -0.19, -0.21, -0.20, -0.20, -0.19, -0.20, -0.14, 0.07, -0.41, 0.23, 0.20, 0.07, 0.07, 0.07, 0.10, 0.11, 0.11, 0.11, 0.11, 0.10, 0.10, 0.10, 0.11, 0.10, 0.11, 0.11, 0.12, 0.10, 0.10, 0.11, 0.11, 0.11, 0.11, 0.09, 0.11, 0.10, 0.10, 0.09, 0.11, 0.09, 0.11, 0.08, 0.09, 0.11, 0.11, 0.10, 0.13, 0.13, 0.15, 0.14, 0.07, 0.13, 0.10, -0.10, -0.26, -0.19, -0.22, 0.17, 0.06, 0.08, 0.08, 0.11, 0.11, 0.12, 0.12, -0.10, -0.26, -0.18, -0.22, 0.15, 0.07, 0.08, 0.08, 0.11, 0.11, 0.12, 0.13]
}